The following is a DFT calculation (ωB97M-V/def2-TZVPD) of a molecular structure, C41H65N6O4SSbTi.

The geometry in XYZ format:
```
119
Properties=species:S:1:pos:R:3:forces:R:3:lowdin_charge:R:1
Ti 1.0252 0.5897 0.6389 -0.361 -0.430 0.030 0.982
N 0.2775 0.1266 -1.3786 0.126 0.189 -0.118 0.028
C 0.4489 -1.2862 -1.6756 0.032 -0.094 0.010 -0.229
C -0.1041 -1.8940 -2.7654 -0.021 0.008 -0.066 0.008
C 0.1450 -3.2582 -3.0241 0.011 -0.029 0.014 -0.020
C 0.9617 -3.9828 -2.2034 -0.017 0.024 -0.010 0.014
C 1.5523 -3.3757 -1.0696 -0.074 0.006 0.005 -0.124
C 2.4255 -4.0538 -0.1905 -0.003 0.017 0.009 0.049
C 2.9670 -3.3920 0.8777 0.001 -0.014 -0.010 0.002
C 2.6274 -2.0504 1.0876 -0.007 -0.015 0.003 -0.080
N 1.8049 -1.3855 0.2950 -0.119 0.180 0.018 0.011
C 1.2699 -2.0239 -0.7948 0.077 0.010 -0.056 -0.153
H -0.7156 0.4111 -1.3969 -0.045 -0.020 -0.004 -0.011
H 0.7370 0.6875 -2.0946 0.000 0.018 -0.041 0.115
H -0.7295 -1.3290 -3.4481 0.036 -0.003 0.052 0.120
H -0.3053 -3.7193 -3.8918 0.002 -0.004 0.000 0.126
H 1.1705 -5.0241 -2.4105 0.005 0.000 -0.001 0.133
H 2.6641 -5.0933 -0.3780 0.004 -0.002 0.002 0.139
H 3.6488 -3.8790 1.5594 -0.003 0.001 0.003 0.127
H 3.0447 -1.5027 1.9227 -0.002 0.001 0.004 0.107
C 4.5402 0.5980 2.8614 0.051 0.017 -0.019 -0.063
C 5.1512 1.2425 1.6143 -0.026 -0.003 -0.003 -0.355
C 5.1853 0.2948 0.4115 -0.041 0.029 0.003 -0.051
C 4.4987 2.5713 1.2821 -0.025 -0.079 0.003 -0.138
C 5.2642 3.7290 1.3419 0.003 0.040 -0.014 -0.011
C 4.7284 4.9707 1.0445 -0.017 -0.035 -0.003 -0.039
C 3.3986 5.0720 0.6703 0.034 0.034 0.007 -0.016
C 2.5899 3.9474 0.5920 -0.049 -0.019 -0.004 -0.143
C 1.1586 4.1099 0.1125 0.003 -0.043 0.003 -0.343
C 0.9964 3.5757 -1.3150 0.008 0.024 0.020 -0.035
C 0.0781 3.5750 1.0521 0.089 0.013 0.066 -0.047
C 3.1510 2.6965 0.9060 0.123 0.163 0.075 -0.207
N 2.3099 1.5801 0.8502 0.290 0.160 0.018 -0.050
H 5.0406 -0.3448 3.0919 0.007 0.004 0.003 0.088
H 3.4752 0.4053 2.7197 -0.016 -0.006 0.005 0.022
H 4.6468 1.2537 3.7264 -0.006 -0.003 0.008 0.093
H 6.1904 1.4725 1.8593 -0.007 0.001 0.011 0.135
H 4.1818 0.0652 0.0464 0.047 0.008 0.018 0.044
H 5.6797 -0.6412 0.6782 0.008 -0.008 0.002 0.085
H 5.7430 0.7429 -0.4109 -0.009 -0.007 -0.011 0.092
H 6.3056 3.6505 1.6277 0.002 -0.003 0.004 0.123
H 5.3464 5.8563 1.1003 0.000 0.001 0.002 0.118
H 2.9794 6.0415 0.4307 -0.003 0.002 -0.001 0.122
H 0.9825 5.1876 0.0751 -0.014 -0.009 -0.014 0.140
H 1.4267 2.5732 -1.3966 -0.002 0.002 -0.011 0.047
H 1.5353 4.1997 -2.0267 0.002 -0.002 -0.004 0.101
H -0.0545 3.5402 -1.6128 0.006 0.008 0.001 0.061
H -0.0531 2.4755 1.0700 -0.029 0.007 -0.086 0.014
H -0.8986 3.9439 0.7469 -0.057 0.012 0.014 0.061
H 0.2550 3.8742 2.0860 0.014 -0.031 0.002 0.102
C -3.3503 4.4352 -0.9166 -0.034 -0.017 -0.073 -0.120
C -3.7690 3.2728 -1.8201 0.101 -0.040 0.057 -0.706
C -5.2558 3.3721 -2.1424 -0.040 -0.042 -0.023 -0.093
C -2.9603 3.3617 -3.1179 -0.065 -0.011 -0.033 -0.127
Sb -3.1752 1.4200 -0.7927 -0.128 -0.020 0.107 1.608
C -4.1556 -0.2189 -1.8782 -0.008 0.059 0.083 -0.707
C -5.6776 -0.2518 -1.7616 -0.001 0.019 -0.058 -0.090
C -3.5666 -1.5239 -1.3314 -0.011 -0.010 -0.028 -0.128
C -3.7571 -0.0742 -3.3457 -0.019 0.060 -0.036 -0.125
C -4.2272 1.4677 1.1456 0.014 0.035 -0.025 -0.695
C -5.5414 2.2452 1.1197 0.038 -0.019 0.010 -0.100
C -3.2709 2.1101 2.1547 -0.026 -0.042 0.006 -0.134
C -4.5063 0.0317 1.5863 0.020 0.005 0.023 -0.120
H -3.6393 5.3768 -1.3927 0.007 0.017 -0.006 0.099
H -2.2673 4.4658 -0.7796 0.010 -0.006 0.019 0.051
H -3.8294 4.4086 0.0617 0.017 0.005 0.025 0.060
H -5.4245 4.2838 -2.7243 -0.023 0.013 0.007 0.098
H -5.8776 3.4346 -1.2493 0.040 -0.017 -0.074 0.067
H -5.6061 2.5346 -2.7487 0.042 0.080 0.012 0.063
H -3.0407 4.3781 -3.5150 0.003 0.005 -0.017 0.096
H -3.3362 2.6879 -3.8881 0.054 0.012 0.041 0.065
H -1.8977 3.1527 -2.9680 0.007 0.013 0.008 0.050
H -6.0183 -0.2644 -0.7277 -0.042 -0.011 -0.103 0.055
H -6.0573 -1.1605 -2.2400 -0.003 0.001 -0.017 0.099
H -6.1446 0.5962 -2.2623 0.004 -0.032 0.040 0.070
H -3.9392 -1.7705 -0.3367 0.029 0.015 -0.037 0.064
H -2.4708 -1.5020 -1.2902 -0.034 -0.002 -0.012 0.039
H -3.8426 -2.3496 -1.9948 -0.028 -0.026 0.007 0.096
H -4.2065 0.8055 -3.8116 0.015 -0.102 0.051 0.065
H -4.1014 -0.9501 -3.9041 0.020 -0.015 -0.022 0.096
H -2.6706 0.0000 -3.4738 -0.036 -0.002 -0.018 0.056
H -5.3872 3.3089 0.9388 -0.029 -0.025 0.002 0.066
H -6.0322 2.1508 2.0943 -0.002 0.001 0.007 0.096
H -6.2329 1.8656 0.3666 0.008 -0.015 0.029 0.076
H -3.0211 3.1393 1.8965 0.016 0.062 -0.025 0.065
H -2.3343 1.5485 2.2425 -0.031 0.024 -0.015 0.042
H -3.7456 2.1282 3.1425 -0.004 0.004 0.009 0.089
H -5.3035 -0.4294 1.0049 0.075 -0.014 0.110 0.068
H -4.8307 0.0328 2.6335 0.000 0.000 0.005 0.098
H -3.6255 -0.6099 1.5078 -0.022 0.026 0.033 0.034
C -3.2274 2.6132 7.9547 -0.008 0.006 0.000 -0.105
C -2.7134 1.3961 8.7050 0.014 -0.018 -0.011 -0.286
S -1.3620 0.5873 7.8937 0.000 0.001 -0.014 0.648
O -0.9047 -0.5098 8.6995 0.002 -0.007 0.008 -0.281
O -0.4095 1.5754 7.4348 -0.023 0.000 0.014 -0.317
C -2.0408 -0.1325 6.3937 0.070 0.041 0.017 -0.193
C -0.8846 -0.9132 5.7577 0.027 0.030 0.077 -0.114
N -0.7541 -0.6652 4.3113 0.069 -0.053 -0.093 0.086
C 0.0997 0.2021 3.7416 -0.115 0.097 0.055 -0.255
N 0.0041 0.1182 2.4066 0.091 -0.080 -0.191 -0.003
C -0.9435 -0.8358 2.1155 0.049 -0.199 0.135 -0.051
C -1.3999 -1.3299 3.2847 0.039 0.207 0.010 -0.116
N -2.4625 -2.2833 3.4546 -0.083 0.186 -0.071 -0.323
O -2.9766 -2.3565 4.5486 -0.042 -0.125 0.108 0.127
O -2.7808 -2.8904 2.4583 -0.021 -0.128 -0.066 0.123
C 0.9893 1.1559 4.4480 0.020 0.016 -0.012 0.061
H -3.9836 3.1150 8.5557 -0.005 -0.006 0.004 0.088
H -3.6921 2.3378 7.0072 -0.002 0.002 -0.007 0.070
H -2.4186 3.3153 7.7621 -0.007 0.002 0.000 0.080
H -3.4706 0.6284 8.8696 -0.003 -0.002 0.003 0.112
H -2.2906 1.6536 9.6789 0.011 0.015 -0.012 0.118
H -2.3667 0.6905 5.7584 -0.019 -0.007 -0.031 0.105
H -2.8844 -0.7765 6.6272 -0.003 0.000 0.043 0.110
H -0.9991 -1.9809 5.9121 -0.018 0.023 -0.028 0.140
H 0.0666 -0.6217 6.1963 0.016 -0.025 0.012 0.119
H -1.2561 -1.0966 1.1141 -0.006 -0.045 0.015 0.120
H 0.7479 1.2468 5.5047 -0.017 -0.005 0.018 0.067
H 0.8716 2.1390 3.9906 0.032 -0.009 -0.030 0.100
H 2.0345 0.8637 4.3334 -0.031 -0.023 0.039 0.087
```
Forces are in eV/Å.

Its spin multiplicity is 1. The calculation puts the energy relative to the best compared isomer or geometry (same formula, charge and spin) at 7.4 kcal/mol. The calculation puts the HOMO-LUMO gap at 6.72 eV. As for the net charge: +2.


The following is a DFT calculation (ωB97M-V/def2-TZVPD) of a molecular structure, C44H51BrN5O3P2SV in a non-equilibrium geometry.

The geometry in XYZ format:
```
108
Properties=species:S:1:pos:R:3:forces:R:3:lowdin_charge:R:1
V -0.0427 0.0831 -0.8940 0.610 -0.638 0.310 0.680
C 0.1163 3.5981 1.4519 0.039 -0.267 -0.072 -0.105
C 1.2343 2.5611 1.3589 0.051 -0.099 -0.162 -0.510
C 2.5374 3.0876 1.9622 -0.107 -0.081 -0.061 -0.096
P 1.4406 1.8625 -0.3629 0.709 1.008 0.498 1.142
C 1.7820 3.4268 -1.3581 0.037 -0.417 0.072 -0.474
C 1.1354 3.3464 -2.7431 -0.092 -0.026 0.177 -0.103
C 3.2230 3.9267 -1.4310 -0.180 0.002 0.127 -0.100
C 2.7914 0.7069 -0.0132 -0.049 -0.023 -0.146 -0.293
C 4.1456 0.8487 -0.2543 -0.029 -0.093 0.044 -0.097
C 5.0298 -0.1572 0.1032 0.150 0.061 0.100 -0.105
C 4.5436 -1.2840 0.7496 0.066 0.116 -0.022 -0.079
C 3.1977 -1.4357 1.0152 -0.259 -0.010 0.064 -0.017
C 2.2667 -0.4714 0.5965 0.932 0.150 0.026 -0.312
N 0.9102 -0.5690 0.7055 -0.074 -0.044 0.744 -0.117
C 0.2922 -1.7399 1.1676 -0.248 -0.550 0.545 -0.297
C 0.6199 -3.0054 0.6676 0.029 -0.052 -0.007 -0.024
C -0.0693 -4.1257 1.0828 0.113 0.050 0.079 -0.090
C -1.1132 -4.0172 1.9864 -0.131 -0.104 0.047 -0.100
C -1.4501 -2.7755 2.4899 -0.027 -0.033 -0.067 -0.112
C -0.7493 -1.6346 2.1133 0.212 0.415 -0.228 -0.304
P -1.0265 0.0471 2.7870 -0.350 -0.180 0.873 1.141
C -0.1612 -0.1335 4.4708 -0.030 0.090 -0.301 -0.532
C 1.2783 0.3681 4.3374 -0.156 0.058 0.044 -0.126
C -0.1411 -1.5264 5.0899 -0.115 0.190 0.015 -0.120
C -2.8589 0.0804 3.2708 0.226 0.030 -0.025 -0.547
C -3.7092 -0.4312 2.1084 0.062 0.227 -0.040 -0.144
C -3.3532 -0.5135 4.5877 0.115 0.139 -0.103 -0.122
H -0.2800 3.6134 2.4666 -0.091 0.038 0.080 0.080
H -0.6964 3.3514 0.7708 -0.091 0.105 0.075 0.046
H 0.4741 4.6027 1.2248 0.026 0.049 -0.056 0.072
H 0.9237 1.6688 1.9118 -0.009 0.101 -0.128 0.028
H 3.3806 2.4392 1.7273 0.047 0.037 0.070 0.066
H 2.4515 3.1316 3.0484 -0.027 0.059 0.076 0.071
H 2.7526 4.0978 1.6132 0.056 0.056 -0.049 0.069
H 1.2035 4.1542 -0.7734 0.056 -0.151 -0.034 0.092
H 0.2388 2.7221 -2.7096 0.019 0.131 -0.148 0.047
H 1.8259 2.9203 -3.4668 0.019 -0.043 -0.071 0.049
H 0.8553 4.3422 -3.0894 0.020 0.032 -0.044 0.083
H 3.8233 3.3020 -2.0888 0.056 -0.069 -0.063 0.064
H 3.6829 3.9485 -0.4454 0.119 0.025 -0.012 0.059
H 3.2324 4.9417 -1.8324 0.033 0.035 -0.041 0.083
H 4.5122 1.7386 -0.7422 0.069 0.048 -0.014 0.090
H 6.0856 -0.0493 -0.0944 0.086 -0.013 -0.064 0.099
H 5.2212 -2.0741 1.0377 0.105 -0.057 0.075 0.103
H 2.8456 -2.3299 1.5091 0.044 -0.005 0.016 0.108
H 1.3918 -3.1069 -0.0808 -0.030 0.044 -0.042 0.092
H 0.2046 -5.0904 0.6816 0.019 -0.102 -0.077 0.104
H -1.6675 -4.8960 2.2906 -0.022 -0.050 0.058 0.098
H -2.2656 -2.6997 3.1925 -0.004 0.014 0.089 0.081
H -0.7019 0.5555 5.1304 -0.015 -0.020 -0.022 0.094
H 1.8050 -0.1806 3.5549 0.101 -0.013 -0.051 0.070
H 1.8170 0.2253 5.2761 0.055 -0.030 0.022 0.077
H 1.3086 1.4288 4.0955 0.032 0.058 -0.075 0.051
H 0.4788 -2.1874 4.4869 0.030 -0.117 0.015 0.079
H -1.1315 -1.9628 5.1670 -0.094 -0.108 -0.006 0.050
H 0.2778 -1.4763 6.0968 0.084 -0.018 0.038 0.078
H -3.0165 1.1670 3.3441 -0.007 -0.116 -0.025 0.083
H -3.8204 -1.5126 2.1581 0.005 -0.105 -0.029 0.060
H -3.2574 -0.1959 1.1468 -0.035 0.015 -0.102 0.015
H -4.7036 0.0155 2.1366 -0.115 0.012 0.011 0.079
H -3.3357 -1.6006 4.5776 -0.023 -0.101 0.037 0.057
H -4.3858 -0.1972 4.7449 -0.094 -0.043 0.067 0.077
H -2.7676 -0.1697 5.4360 0.026 0.001 0.128 0.061
O -1.3199 1.0521 -0.3625 -4.583 3.278 2.116 -0.306
C -2.3329 1.7846 -0.7034 -1.028 0.801 -0.831 -0.333
C -3.0648 2.5382 0.2345 0.253 -0.338 0.101 -0.021
C -4.1170 3.3365 -0.1498 0.016 0.021 -0.235 -0.075
C -4.4735 3.4385 -1.4922 -0.147 0.046 -0.003 -0.100
C -3.7878 2.7020 -2.4347 0.094 -0.097 0.030 -0.044
C -2.7352 1.8614 -2.0715 -0.065 0.177 0.783 -0.092
C -2.1221 0.9573 -3.0175 0.053 -0.191 -0.363 -0.314
N -0.9450 0.3591 -2.8857 -0.532 0.419 0.180 0.003
C -0.8333 -0.5228 -3.9206 -0.067 -0.168 -0.529 -0.129
C -1.9409 -0.4513 -4.7070 0.402 -0.152 -0.034 -0.071
N -2.7464 0.4953 -4.1332 0.106 0.245 0.293 0.125
H -2.7795 2.4574 1.2733 0.056 -0.019 0.087 0.101
H -4.6611 3.9014 0.5923 -0.033 0.039 0.095 0.104
H -5.2902 4.0761 -1.7951 -0.036 0.074 -0.016 0.096
H -4.0692 2.7852 -3.4776 -0.005 0.004 -0.057 0.107
H 0.0177 -1.1700 -4.0176 0.042 -0.044 -0.038 0.114
H -2.2120 -0.9840 -5.5971 -0.043 -0.028 -0.091 0.111
H -3.6738 0.7443 -4.4270 -0.002 0.007 0.055 0.153
S -2.5002 -1.6057 -1.2009 -0.025 -0.165 0.050 0.848
C -2.9416 -3.2047 -1.0334 -0.803 1.588 0.040 -0.768
N -4.2941 -3.4345 -0.7931 0.070 -1.168 0.020 0.067
C -4.7955 -4.6894 -0.6657 0.494 0.379 -0.038 -0.054
C -3.9409 -5.7487 -0.7635 -0.295 -0.090 0.040 -0.047
C -2.5853 -5.4604 -1.0081 0.070 1.012 -0.095 -0.093
N -2.1130 -4.2361 -1.1400 0.360 -1.635 -0.131 0.093
H -4.8852 -2.6177 -0.7392 0.057 0.040 0.047 0.132
H -5.8565 -4.7813 -0.4862 -0.025 0.016 -0.003 0.129
H -4.2892 -6.7646 -0.6722 -0.064 -0.002 0.025 0.102
H -1.8594 -6.2545 -1.1103 0.066 -0.155 0.011 0.119
Br 6.4262 1.4480 -5.2827 -0.085 -0.065 0.080 0.715
C 5.0656 0.5190 -4.3273 0.092 0.093 -0.022 -0.678
C 5.3831 -0.6572 -3.6664 0.078 0.100 -0.161 -0.114
C 4.3836 -1.3325 -2.9944 -0.279 0.040 -0.087 -0.011
C 3.0888 -0.8252 -2.9686 0.113 0.075 -0.066 -0.120
C 2.7919 0.3634 -3.6264 -0.032 -0.285 0.151 -0.021
C 3.7812 1.0394 -4.3190 0.119 0.034 -0.117 -0.129
C 2.0444 -1.5827 -2.2047 0.831 -0.751 -0.225 -0.534
O 2.1930 -2.7813 -2.0059 -0.130 0.409 -0.113 0.074
O 1.0431 -0.8891 -1.7977 2.887 -3.189 -3.300 -0.211
H 6.3918 -1.0416 -3.6980 0.051 0.000 0.027 0.102
H 4.5783 -2.2626 -2.4849 0.051 -0.080 0.072 0.124
H 1.7744 0.7310 -3.6011 0.004 0.072 -0.010 0.096
H 3.5701 1.9475 -4.8664 -0.041 0.038 0.024 0.097
```
Forces are in eV/Å.

Its spin multiplicity is 3. Its expectation value of S² is 2.0122. The calculation puts the HOMO-LUMO gap (alpha / beta) at 5.88 / 6.11 eV. As for the net charge: 0.